Arrangement one

The following is a DFT calculation (ωB97M-V with the def2-TZVPD basis set) of an isolated molecule of C5H15N3.

Results
- SMILES = C[C@@H](CN)NCCN
- molar mass (g/mol) = 117.20
- E_HOMO (eV) = -7.702
- lowest unoccupied orbital energy (eV) = 1.1
- 2S+1 = 1

Atoms and positions in Å:
N 1.487 -1.695 -1.091
C 1.397 -1.916 0.349
C 0.039 -1.552 1.096
N -0.012 -0.092 0.932
C -1.816 1.639 0.741
C -1.020 0.503 0.106
C -0.354 1.076 -1.166
N 0.683 2.041 -0.725
H 1.677 -2.488 -1.529
H 0.563 -1.205 -1.491
H 1.618 -2.914 0.639
H 2.449 -1.529 0.793
H -0.777 -2.154 0.667
H 0.269 -1.634 2.161
H 0.691 0.342 1.316
H -1.791 1.691 1.739
H -2.825 1.245 0.631
H -1.793 2.678 0.381
H -1.576 -0.415 -0.167
H 0.142 0.323 -1.611
H -1.152 1.638 -1.747
H 0.545 2.833 -1.267
H 1.555 1.587 -0.758

Here are the natural (NBO) charges for atoms 1 to 4, given in e: number 1, N, carries -0.84; number 2, C, carries -0.23; number 3, C, carries -0.23; number 4, N, carries -0.66



Arrangement two

The following is a DFT calculation (ωB97M-V with the def2-TZVPD basis set) of a cluster of 2 separate species, C5H15N3 in total.

Results
- SMILES = C=NCC.NCCN
- molar mass (g/mol) = 117.20
- E_HOMO (eV) = -9.340
- lowest unoccupied orbital energy (eV) = 1.0
- 2S+1 = 1

Atoms and positions in Å:
C 2.264 1.353 0.721
C 1.951 -0.041 0.199
C 2.803 -1.572 -1.321
N 2.987 -0.471 -0.752
H 1.627 1.628 1.559
H 3.301 1.385 1.037
H 2.135 2.090 -0.075
H 0.984 -0.063 -0.299
H 1.921 -0.745 1.033
H 1.885 -2.158 -1.175
H 3.514 -1.901 -2.073
N -1.370 -0.949 -1.327
C -2.399 -0.415 -0.434
C -1.787 0.320 0.746
N -2.856 0.752 1.647
H -0.898 -0.190 -1.807
H -1.804 -1.496 -2.057
H -2.988 -1.239 -0.039
H -3.101 0.267 -0.928
H -1.125 -0.353 1.286
H -1.172 1.152 0.372
H -2.460 1.170 2.485
H -3.412 1.477 1.203

Here are the natural (NBO) charges for atoms 1 to 4, given in e: number 1, C, carries -0.61; number 2, C, carries -0.27; number 3, C, carries -0.06; number 4, N, carries -0.39



Which is the most stable structure? arrangement two is the most stable.



Arrangement one

The following is a DFT calculation (ωB97M-V with the def2-TZVPD basis set) of a cluster of 2 separate species, C5H15N3 in total.

Results
- SMILES = N/C=C/N.CCNC
- molar mass (g/mol) = 117.20
- E_HOMO (eV) = -8.730
- lowest unoccupied orbital energy (eV) = 1.0
- 2S+1 = 1

Atoms and positions in Å:
C -0.750 -1.090 1.553
C -1.615 -0.247 2.185
N -1.431 0.003 3.599
N -0.719 -1.429 0.176
H 0.052 -1.546 2.135
H -2.445 0.286 1.720
H -2.342 -0.032 4.069
H -1.038 0.933 3.733
H -0.703 -2.439 0.031
H 0.133 -1.045 -0.242
C -0.236 1.740 -0.854
C 0.988 1.364 -1.679
N 1.101 -0.103 -1.868
C 2.312 -0.484 -2.589
H -0.309 2.828 -0.768
H -0.167 1.327 0.143
H -1.151 1.326 -1.283
H 1.910 1.669 -1.157
H 0.963 1.887 -2.675
H 0.277 -0.417 -2.398
H 2.329 -1.571 -2.759
H 2.423 0.067 -3.587
H 3.209 -0.263 -2.002

Here are the natural (NBO) charges for atoms 1 to 4, given in e: number 1, C, carries -0.03; number 2, C, carries -0.06; number 3, N, carries -0.86; number 4, N, carries -0.89



Arrangement two

The following is a DFT calculation (ωB97M-V with the def2-TZVPD basis set) of a cluster of 2 separate species, C5H15N3 in total.

Results
- molar mass (g/mol) = 117.20
- E_HOMO (eV) = -6.440
- lowest unoccupied orbital energy (eV) = 1.0
- 2S+1 = 1

Atoms and positions in Å:
C 0.340 -1.223 -0.832
C -1.939 0.565 0.106
C 0.221 1.096 0.908
C 1.420 -2.192 -0.365
C 0.569 2.179 -0.083
N -1.107 0.818 1.118
N -1.389 0.230 2.374
N 0.550 -0.616 -2.133
H -0.625 -1.729 -0.853
H -2.139 -0.451 2.285
H -1.650 0.959 3.027
H 1.462 -0.173 -2.178
H 0.506 -1.304 -2.881
H -2.880 0.085 0.316
H -1.653 0.843 -0.890
H 0.432 -0.223 0.020
H 0.783 1.125 1.831
H 2.389 -1.693 -0.286
H 1.164 -2.617 0.606
H 1.536 -3.028 -1.064
H 1.639 2.372 -0.040
H 0.330 1.862 -1.098
H 0.042 3.118 0.111

Here are the natural (NBO) charges for atoms 1 to 4, given in e: number 1, C, carries -0.24; number 2, C, carries -0.34; number 3, C, carries -0.21; number 4, C, carries -0.63



Which is the most stable structure? arrangement one is the most stable.